1.
{"formula": "C37H26Cl3IN4O6V", "method": "ωB97M-V/def2-TZVPD", "multiplicity": 2, "total_energy_ev": -128392.745, "homo_energy_ev": [-7.713, -7.737], "relative_energy_kcal_mol": 18.0, "gap_ev": [6.226, 6.845], "elements": ["V", "C", "O", "C", "C", "C", "C", "C", "C", "N", "N", "C", "O", "C", "C", "C", "C", "C", "C", "C", "O", "H", "H", "H", "H", "H", "H", "H", "H", "H", "H", "H", "H", "Cl", "C", "C", "C", "Cl", "C", "O", "C", "C", "O", "C", "H", "H", "H", "Cl", "C", "C", "C", "I", "C", "O", "C", "N", "C", "C", "C", "C", "H", "H", "H", "H", "N", "C", "C", "C", "C", "C", "C", "H", "H", "H", "H", "H", "H", "H"], "positions_angstrom": [[-1.118, 0.335, -1.159], [-3.960, 2.508, -3.255], [-3.193, 3.711, -2.947], [-1.870, 3.669, -3.296], [-1.395, 4.782, -3.946], [0.045, 4.671, -4.205], [0.876, 3.601, -3.979], [0.311, 2.515, -3.273], [1.059, 1.382, -3.129], [0.681, 0.492, -2.329], [1.469, -0.637, -2.349], [0.810, -1.589, -1.673], [-0.461, -1.391, -1.393], [1.375, -2.831, -1.086], [0.632, -3.889, -0.613], [1.308, -5.081, -0.219], [2.667, -5.194, -0.118], [3.367, -4.064, -0.535], [2.757, -2.949, -1.026], [-1.024, 2.604, -2.923], [-1.527, 1.535, -2.454], [-3.442, 1.838, -3.927], [-4.851, 2.862, -3.770], [-4.144, 2.034, -2.269], [-1.903, 5.685, -4.234], [0.555, 5.536, -4.645], [1.896, 3.701, -4.353], [1.875, 1.107, -3.823], [-0.462, -3.839, -0.586], [0.691, -5.881, 0.125], [3.226, -6.056, 0.232], [4.438, -4.054, -0.595], [3.411, -2.188, -1.464], [-5.819, -3.491, 2.920], [-4.471, -2.690, 2.227], [-3.571, -2.137, 3.095], [-2.430, -1.508, 2.572], [-1.188, -1.012, 3.625], [-2.373, -1.239, 1.194], [-1.341, -0.597, 0.762], [-3.361, -1.797, 0.407], [-3.547, -1.462, -0.962], [-2.861, -0.639, -1.641], [-4.447, -2.520, 0.913], [-3.764, -2.241, 4.146], [-4.347, -2.027, -1.432], [-5.181, -3.069, 0.311], [-0.217, 5.583, 3.265], [-0.957, 4.393, 2.240], [-2.309, 4.289, 2.154], [-2.863, 3.296, 1.323], [-4.964, 3.068, 1.269], [-2.069, 2.436, 0.589], [-2.431, 1.558, -0.282], [-0.686, 2.549, 0.786], [0.032, 1.627, 0.102], [1.338, 1.701, 0.167], [2.022, 2.636, 0.952], [1.324, 3.517, 1.691], [-0.073, 3.481, 1.602], [-2.893, 4.975, 2.787], [1.885, 0.984, -0.432], [3.109, 2.559, 0.984], [1.764, 4.336, 2.242], [2.240, -0.762, 1.630], [3.189, -1.628, 2.176], [2.739, -2.864, 2.625], [3.646, -3.776, 3.112], [4.992, -3.510, 3.176], [5.431, -2.243, 2.748], [4.545, -1.345, 2.238], [1.293, -1.025, 1.855], [2.399, 0.179, 1.986], [1.694, -3.128, 2.613], [3.346, -4.789, 3.370], [5.717, -4.260, 3.431], [6.501, -1.985, 2.717], [4.861, -0.347, 1.964]], "lowdin_charge": [1.157, -0.028, -0.077, -0.217, 0.063, -0.073, -0.039, -0.154, -0.077, -0.075, 0.112, -0.325, -0.143, -0.157, 0.001, -0.074, -0.075, -0.092, -0.049, -0.248, -0.137, 0.092, 0.089, 0.086, 0.117, 0.099, 0.118, 0.166, 0.121, 0.093, 0.112, 0.105, 0.122, 0.697, -0.712, -0.094, -0.569, 0.753, -0.361, -0.128, -0.124, -0.080, -0.051, -0.073, 0.107, 0.139, 0.130, 0.697, -0.605, -0.161, -0.593, 0.875, -0.408, -0.162, -0.133, 0.090, -0.105, -0.035, -0.007, -0.166, 0.110, 0.107, 0.121, 0.092, 0.123, -0.330, -0.050, -0.112, -0.101, -0.096, -0.061, 0.059, 0.079, 0.110, 0.107, 0.092, 0.109, 0.107]}

***

2.
{"formula": "C37H26IN7RuS", "method": "ωB97M-V/def2-TZVPD", "multiplicity": 6, "total_energy_ev": -70732.890, "homo_energy_ev": [-7.890, -10.521], "relative_energy_kcal_mol": 0.0, "gap_ev": [5.552, 5.704], "charge": 1, "elements": ["Ru", "S", "N", "C", "C", "C", "C", "C", "N", "C", "C", "N", "C", "C", "C", "C", "C", "N", "H", "H", "H", "H", "H", "H", "I", "C", "C", "C", "C", "C", "C", "C", "C", "C", "C", "H", "H", "H", "H", "H", "H", "N", "C", "C", "C", "N", "H", "H", "H", "H", "C", "C", "C", "C", "C", "C", "N", "C", "C", "C", "C", "C", "C", "H", "H", "H", "H", "H", "H", "H", "H", "H", "H"], "positions_angstrom": [[0.227, -0.474, -0.012], [7.412, 1.881, -0.078], [6.349, 1.772, 1.132], [5.238, 1.270, 0.625], [4.013, 1.013, 1.369], [3.870, 1.248, 2.711], [2.640, 0.952, 3.334], [1.615, 0.462, 2.575], [1.709, 0.250, 1.243], [2.926, 0.483, 0.622], [3.032, 0.173, -0.743], [1.926, -0.381, -1.349], [1.958, -0.601, -2.677], [3.054, -0.350, -3.458], [4.217, 0.174, -2.848], [4.206, 0.438, -1.504], [5.330, 0.998, -0.768], [6.507, 1.302, -1.284], [4.703, 1.649, 3.273], [2.493, 1.109, 4.392], [0.663, 0.223, 3.026], [1.050, -1.003, -3.109], [3.020, -0.556, -4.517], [5.109, 0.377, -3.424], [-1.753, 1.456, 1.578], [-2.252, -0.235, 2.700], [-3.257, -0.103, 3.612], [-3.576, -1.185, 4.458], [-2.852, -2.335, 4.384], [-1.796, -2.482, 3.450], [-1.030, -3.671, 3.433], [0.001, -3.811, 2.556], [0.267, -2.786, 1.623], [-0.463, -1.626, 1.571], [-1.492, -1.427, 2.540], [-3.797, 0.830, 3.704], [-4.380, -1.082, 5.175], [-3.068, -3.162, 5.049], [-1.271, -4.454, 4.140], [0.609, -4.706, 2.556], [1.086, -2.951, 0.931], [-1.487, 1.926, -1.767], [-1.386, 3.115, -2.383], [-0.048, 3.434, -2.422], [0.593, 2.358, -1.797], [-0.289, 1.443, -1.403], [-2.325, 1.400, -1.562], [-2.255, 3.632, -2.752], [0.404, 4.313, -2.845], [1.646, 2.206, -1.621], [0.229, -5.599, -2.522], [1.191, -4.748, -1.978], [0.843, -3.485, -1.560], [-0.490, -3.027, -1.688], [-1.455, -3.905, -2.246], [-1.090, -5.170, -2.649], [-0.833, -1.784, -1.256], [-2.060, -1.234, -1.715], [-3.065, -0.925, -0.805], [-4.239, -0.333, -1.256], [-4.408, -0.051, -2.605], [-3.404, -0.375, -3.513], [-2.234, -0.968, -3.074], [0.506, -6.594, -2.843], [2.217, -5.078, -1.891], [1.597, -2.813, -1.175], [-2.486, -3.592, -2.318], [-1.838, -5.837, -3.056], [-2.937, -1.169, 0.241], [-5.024, -0.103, -0.548], [-5.324, 0.408, -2.953], [-3.533, -0.161, -4.566], [-1.443, -1.213, -3.772]], "lowdin_charge": [1.341, 1.028, -0.211, -0.300, -0.097, 0.012, -0.044, -0.158, -0.066, -0.158, -0.192, -0.068, -0.164, -0.050, 0.006, -0.102, -0.302, -0.212, 0.123, 0.109, 0.077, 0.099, 0.105, 0.121, 1.103, -0.634, -0.149, -0.062, -0.021, -0.157, -0.028, -0.058, -0.127, -0.258, -0.259, 0.093, 0.113, 0.120, 0.119, 0.112, 0.078, -0.030, -0.070, -0.037, -0.129, -0.084, 0.089, 0.128, 0.105, 0.108, -0.042, -0.049, -0.039, -0.270, 0.015, -0.051, -0.004, -0.330, -0.065, -0.068, -0.071, -0.062, -0.034, 0.115, 0.117, 0.085, 0.121, 0.116, 0.089, 0.117, 0.112, 0.115, 0.123]}

***

3.
{"formula": "C37H27BrCl68O6", "method": "ωB97M-V/def2-TZVPD", "total_energy_ev": -972652.934, "homo_energy_ev": -10.002, "relative_energy_kcal_mol": 0.0, "gap_ev": 8.836, "elements": ["C", "C", "O", "O", "C", "C", "C", "C", "C", "C", "C", "C", "C", "C", "O", "C", "O", "C", "O", "C", "C", "C", "C", "Br", "C", "C", "O", "H", "H", "H", "H", "H", "H", "H", "H", "H", "H", "H", "H", "H", "H", "H", "H", "H", "H", "H", "H", "H", "H", "H", "H", "H", "H", "H", "C", "Cl", "Cl", "Cl", "Cl", "C", "Cl", "Cl", "Cl", "Cl", "C", "Cl", "Cl", "Cl", "Cl", "C", "Cl", "Cl", "Cl", "Cl", "C", "Cl", "Cl", "Cl", "Cl", "C", "Cl", "Cl", "Cl", "Cl", "C", "Cl", "Cl", "Cl", "Cl", "C", "Cl", "Cl", "Cl", "Cl", "C", "Cl", "Cl", "Cl", "Cl", "C", "Cl", "Cl", "Cl", "Cl", "C", "Cl", "Cl", "Cl", "Cl", "C", "Cl", "Cl", "Cl", "Cl", "C", "Cl", "Cl", "Cl", "Cl", "C", "Cl", "Cl", "Cl", "Cl", "C", "Cl", "Cl", "Cl", "Cl", "C", "Cl", "Cl", "Cl", "Cl", "C", "Cl", "Cl", "Cl", "Cl"], "positions_angstrom": [[1.077, -0.688, 0.723], [2.120, -1.330, -0.153], [2.051, -2.477, -0.502], [3.163, -0.528, -0.505], [3.121, -0.141, -1.904], [3.939, 1.129, -2.077], [3.407, 1.995, -3.245], [2.894, 3.382, -2.832], [1.716, 3.831, -3.728], [0.346, 3.689, -3.015], [-0.467, 2.646, -3.718], [-0.892, 1.510, -3.151], [-0.691, 1.073, -1.730], [-1.737, 1.548, -0.733], [-1.486, 2.900, -0.308], [-2.412, 3.816, -0.674], [-3.583, 3.685, -0.474], [-1.581, 0.518, -4.038], [-2.506, -0.168, -3.668], [-1.033, 0.439, -5.425], [-0.945, -0.919, -6.082], [0.454, -1.143, -6.707], [1.229, -2.171, -5.899], [3.098, -2.178, -6.439], [-0.645, 1.585, -5.982], [-0.736, 2.833, -5.186], [-1.029, 3.898, -5.679], [0.111, -0.806, 0.235], [1.044, -1.188, 1.688], [1.289, 0.366, 0.888], [3.553, -0.971, -2.462], [2.080, 0.011, -2.202], [3.881, 1.695, -1.149], [4.973, 0.839, -2.258], [4.205, 2.097, -3.980], [2.621, 1.426, -3.751], [3.700, 4.099, -2.989], [2.617, 3.402, -1.779], [1.742, 3.172, -4.598], [1.867, 4.834, -4.118], [-0.196, 4.637, -3.028], [0.507, 3.392, -1.983], [-0.759, -0.018, -1.717], [0.309, 1.318, -1.369], [-1.705, 0.910, 0.148], [-2.738, 1.465, -1.155], [-2.008, 4.712, -1.158], [-1.744, -1.040, -6.809], [-1.062, -1.647, -5.278], [0.347, -1.518, -7.725], [1.029, -0.220, -6.731], [0.856, -3.171, -6.097], [1.228, -1.963, -4.833], [-0.240, 1.627, -6.985], [11.001, -1.396, 5.092], [12.367, -1.654, 4.002], [9.548, -2.115, 4.396], [11.343, -2.150, 6.651], [10.752, 0.338, 5.319], [-5.045, 3.649, -4.345], [-3.489, 3.014, -3.791], [-6.317, 2.498, -3.936], [-5.373, 5.202, -3.587], [-4.952, 3.829, -6.100], [1.234, 7.961, -5.669], [2.845, 7.584, -5.034], [0.121, 6.666, -5.238], [0.679, 9.490, -4.983], [1.319, 8.099, -7.426], [-3.033, -0.960, 2.870], [-1.779, -0.804, 4.102], [-3.756, 0.620, 2.568], [-2.309, -1.581, 1.378], [-4.276, -2.063, 3.458], [-6.620, -3.141, 6.990], [-6.281, -3.699, 5.346], [-7.424, -4.427, 7.894], [-5.102, -2.720, 7.787], [-7.653, -1.714, 6.917], [7.133, -5.700, 4.033], [7.939, -6.586, 5.332], [5.773, -6.653, 3.435], [6.537, -4.160, 4.662], [8.275, -5.403, 2.723], [4.899, 0.161, -9.784], [3.203, -0.263, -9.557], [5.920, -1.116, -9.118], [5.237, 0.347, -11.510], [5.238, 1.683, -8.956], [-3.244, 0.665, 8.301], [-2.956, -0.780, 9.277], [-4.699, 1.479, 8.892], [-1.862, 1.765, 8.427], [-3.450, 0.220, 6.612], [-9.635, -1.829, 10.566], [-10.384, -0.249, 10.816], [-10.240, -2.534, 9.065], [-7.881, -1.639, 10.477], [-10.040, -2.893, 11.917], [0.988, -2.146, 7.462], [-0.027, -3.162, 6.438], [0.203, -0.577, 7.679], [1.178, -2.907, 9.051], [2.565, -1.931, 6.712], [2.211, -7.150, 6.717], [0.588, -7.464, 6.091], [2.781, -8.567, 7.599], [3.314, -6.800, 5.382], [2.159, -5.754, 7.799], [4.127, 5.635, -10.889], [2.999, 6.310, -12.069], [4.399, 3.928, -11.237], [5.660, 6.507, -10.974], [3.447, 5.803, -9.266], [-3.255, 4.452, 3.906], [-2.581, 6.050, 4.247], [-2.479, 3.771, 2.477], [-3.010, 3.391, 5.297], [-4.991, 4.598, 3.599], [-5.645, -0.746, -8.158], [-7.357, -1.001, -7.814], [-4.688, -1.964, -7.302], [-5.363, -0.893, -9.895], [-5.167, 0.860, -7.612], [-3.410, -3.760, -2.328], [-2.619, -5.326, -2.514], [-2.206, -2.544, -1.884], [-4.170, -3.291, -3.848], [-4.630, -3.858, -1.056], [1.855, 3.824, 8.974], [1.633, 2.080, 8.805], [3.564, 4.225, 8.793], [0.914, 4.646, 7.724], [1.291, 4.337, 10.566], [-0.802, -10.719, 8.829], [-0.135, -9.201, 9.429], [0.391, -11.522, 7.804], [-1.209, -11.767, 10.191], [-2.258, -10.388, 7.885]], "lowdin_charge": [0.010, -0.529, 0.131, -0.036, -0.161, -0.149, -0.185, -0.174, -0.167, -0.111, -0.153, -0.132, -0.104, -0.149, -0.075, -0.412, 0.048, -0.342, 0.055, -0.119, -0.111, -0.281, -0.602, 0.614, 0.074, -0.385, 0.060, 0.027, 0.090, 0.091, 0.131, 0.108, 0.112, 0.114, 0.113, 0.097, 0.109, 0.105, 0.106, 0.049, 0.105, 0.098, 0.091, 0.114, 0.078, 0.129, 0.147, 0.104, 0.108, 0.109, 0.079, 0.065, 0.056, 0.139, -2.066, 0.521, 0.500, 0.522, 0.520, -2.006, 0.693, 0.546, 0.558, 0.521, -2.044, 0.522, 0.586, 0.530, 0.518, -2.014, 0.499, 0.540, 0.544, 0.514, -2.034, 0.505, 0.523, 0.499, 0.512, -2.052, 0.529, 0.501, 0.509, 0.527, -2.053, 0.501, 0.523, 0.520, 0.500, -2.030, 0.508, 0.541, 0.487, 0.477, -2.052, 0.526, 0.501, 0.506, 0.526, -2.034, 0.519, 0.469, 0.511, 0.541, -2.037, 0.520, 0.511, 0.498, 0.496, -2.056, 0.526, 0.494, 0.527, 0.503, -2.035, 0.531, 0.575, 0.500, 0.534, -2.057, 0.532, 0.511, 0.527, 0.502, -2.041, 0.535, 0.534, 0.529, 0.532, -2.058, 0.484, 0.530, 0.520, 0.528, -2.061, 0.504, 0.514, 0.525, 0.520]}